Record 1
A single C4H6N2 molecule at a distorted geometry, computed with ωB97M-V/def2-TZVPD.

Geometry (Å):
C1 -0.84 -0.33 -0.86
H1 0.33 -0.57 -2.76
H2 2.45 0.13 -1.20
N1 -0.66 0.29 1.76
H3 -1.26 1.10 1.94
N2 1.03 0.25 0.35
C2 1.41 0.02 -0.92
H4 -1.86 -0.56 -1.14
H5 0.41 0.49 1.87
C3 -0.30 0.03 0.36
H6 -1.00 -0.51 2.30
C4 0.31 -0.33 -1.70

The strongest force on any atom is 0.02454 hartree/bohr. The relative energy (zero: lowest compared OMol25 entry of this formula, charge and spin) is 219.96 kJ/mol. The HOMO energy comes out at -7.516 eV.

=====

Record 2
A 2-piece molecular cluster, C24H26F2N7O4 overall at a distorted geometry, computed with ωB97M-V/def2-TZVPD.

Geometry (Å):
C1 3.07 -0.39 -1.64
C2 1.97 -3.41 2.59
N1 0.76 2.36 -3.27
C3 2.79 -2.97 0.35
H1 5.15 -0.51 0.87
H2 1.01 -0.04 4.85
F1 -0.79 -3.77 0.21
H3 -0.96 -0.94 3.98
C4 -0.62 -0.51 3.05
H4 -3.89 1.90 0.39
O1 2.01 -1.89 -3.15
H5 0.21 2.05 -4.07
H6 2.05 1.10 1.68
C5 -3.03 3.65 1.98
N2 -4.58 1.17 -2.25
C6 3.19 0.94 -1.34
N3 -2.96 2.14 0.09
C7 -1.03 0.00 0.69
H7 -3.23 2.86 2.70
C8 3.02 -3.07 1.73
H8 4.85 -2.92 -0.24
C9 1.09 0.61 1.73
H9 4.01 -2.90 2.14
H10 -6.43 0.61 -1.46
C10 -2.37 1.39 -1.02
H11 -1.47 1.91 -1.34
H12 -2.83 -0.59 -0.31
H13 -5.05 0.26 -0.41
N4 3.89 -1.10 -0.76
C11 0.66 0.06 2.95
O2 -2.69 1.35 -3.38
H14 2.14 -3.49 3.66
F2 -0.33 -3.95 2.94
C12 1.50 -3.22 -0.14
C13 -3.24 1.29 -2.29
H15 1.35 -1.74 -3.84
H16 1.06 3.32 -3.18
H17 3.70 -3.04 -1.58
C14 0.44 -3.55 0.72
N5 2.48 1.89 -1.91
C15 3.88 -2.57 -0.61
H18 0.54 1.07 -0.31
O3 1.49 0.09 4.02
O4 -1.18 3.46 0.51
C16 0.24 0.59 0.61
H19 -5.63 1.94 -0.61
C17 2.19 -0.66 -2.66
H20 -1.41 -0.51 -1.34
C18 -1.94 0.00 -0.53
H21 -2.39 4.41 2.44
N6 4.09 1.03 -0.32
H22 -3.96 4.11 1.66
C19 -1.47 -0.54 1.92
C20 1.62 1.46 -2.81
H23 4.34 1.90 0.15
N7 1.45 0.24 -3.25
H24 1.28 -3.18 -1.20
C21 4.49 -0.25 0.04
C22 0.68 -3.64 2.09
H25 -5.00 1.15 -3.17
H26 -2.45 -0.99 1.99
C23 -2.30 3.07 0.79
C24 -5.47 0.98 -1.11

The strongest force on any atom is 0.05094 hartree/bohr. The HOMO energy comes out at -10.802 eV. As for the total charge: +1.

=====

Record 3
C2H4Br3PS as an isolated structure at a distorted geometry, computed with ωB97M-V/def2-TZVPD.

Geometry (Å):
H1 -0.71 1.19 -1.26
Br1 -2.90 1.99 -0.45
Br2 2.04 0.63 0.28
Br3 -2.48 -2.19 0.25
H2 1.19 -1.50 1.16
H3 -1.88 -0.06 -1.44
H4 0.77 -1.46 -0.57
C1 -1.47 0.73 -0.75
S1 -1.35 0.72 2.59
P1 -0.90 0.02 0.84
C2 0.69 -0.80 0.44

The strongest force on any atom is 0.05906 hartree/bohr. The relative energy (zero: lowest compared OMol25 entry of this formula, charge and spin) is 95.03 kJ/mol. The HOMO energy comes out at -9.632 eV.

=====

Record 4
C14H12IN6O3STa as an isolated structure, computed with ωB97M-V/def2-TZVPD.

Geometry (Å):
H1 -3.72 -0.20 -4.03
H2 4.12 0.74 -0.19
H3 -5.61 2.83 2.78
O1 0.85 -1.18 -0.56
C1 -2.39 -2.88 -2.44
C2 -3.15 -2.17 -3.36
N1 0.26 0.05 1.78
O2 -2.37 0.54 0.81
H4 -4.46 0.68 2.11
C3 -4.11 4.05 1.83
C4 3.15 -0.82 3.86
O3 1.03 0.90 -1.12
C5 -4.10 1.67 1.86
N2 1.96 -0.62 3.34
N3 4.19 -0.99 4.32
S1 -0.87 2.68 -0.15
N4 -1.64 -0.82 -1.47
C6 -2.93 4.05 1.11
H5 -1.01 -2.69 -0.80
C7 -3.14 -0.78 -3.32
H6 3.17 -1.54 -1.69
H7 -2.38 0.94 -2.29
C8 1.58 -0.28 -1.07
C9 3.01 -0.50 -1.43
N5 3.65 -0.16 -0.15
C10 -4.70 2.85 2.21
Ta1 -0.55 0.32 0.07
H8 3.31 0.14 -2.26
N6 -2.95 1.70 1.16
H9 -4.57 4.99 2.11
C11 1.15 -0.28 2.54
C12 -1.64 -2.17 -1.51
H10 -3.74 -2.69 -4.10
C13 -2.40 -0.14 -2.36
H11 4.30 -0.86 0.16
H12 -2.44 4.97 0.81
I1 -2.35 -4.95 -2.42
C14 -2.34 2.84 0.77

The strongest force on any atom is 0.01131 hartree/bohr. The relative energy (zero: lowest compared OMol25 entry of this formula, charge and spin) is 41.95 kJ/mol. The HOMO energy comes out at -14.798 eV. As for the total charge: +2.

=====

Record 5
C8H20K2O12 as an isolated structure at a distorted geometry, computed with ωB97M-V/def2-TZVPD.

Geometry (Å):
H1 -0.80 -2.12 3.81
O1 -3.37 1.24 0.55
H2 0.47 -0.75 0.34
H3 -0.61 -1.17 -0.88
H4 -1.78 1.01 -2.35
C1 0.17 -1.88 3.38
O2 -2.37 1.70 -2.07
H5 -0.92 1.98 1.49
H6 0.93 -2.03 -0.73
C2 1.09 -2.96 3.09
O3 0.74 4.09 1.75
H7 -2.53 1.52 -1.14
O4 0.63 -4.11 2.87
H8 -0.58 1.95 3.24
H9 1.54 -2.13 -4.21
O5 2.29 0.29 -1.36
C3 1.13 -0.09 -1.63
C4 -3.74 0.02 0.77
C5 1.00 2.86 1.85
O6 -4.81 -0.49 0.40
K1 3.31 3.01 -0.89
H10 1.05 3.43 -2.89
H11 -2.37 -1.74 0.67
H12 0.55 -1.39 -3.34
C6 -0.14 1.91 2.24
H13 0.16 0.87 2.09
H14 -3.02 -1.59 2.12
C7 -2.67 -0.93 1.33
O7 0.62 -2.13 -3.94
O8 0.49 0.35 -2.61
O9 2.16 2.40 1.73
H15 -0.10 -1.37 2.46
O10 2.31 -2.63 3.20
H16 0.77 2.08 -2.27
H17 0.64 -1.16 4.05
C8 0.46 -1.04 -0.71
H18 2.19 0.60 -3.54
H19 2.40 1.77 -4.48
O11 2.76 0.91 -4.24
H20 -1.82 -0.50 1.87
O12 0.66 3.02 -2.12
K2 1.13 -4.77 0.10

The strongest force on any atom is 0.06201 hartree/bohr. The HOMO energy comes out at -1.901 eV. As for the total charge: -2.

=====

Record 6
C18H31N6O6PdSSeSi as an isolated structure, computed with ωB97M-V/def2-TZVPD.

Geometry (Å):
C1 3.98 1.67 1.14
O1 -2.02 -1.91 2.26
H1 -0.95 -4.62 -3.10
H2 -4.25 -0.43 3.69
C2 -2.56 -1.21 1.43
H3 1.84 -2.75 -3.20
Pd1 0.10 -0.07 0.47
H4 0.71 0.53 5.55
C3 3.04 -1.70 5.08
C4 0.60 -4.23 1.66
Se1 -0.05 2.22 -1.64
H5 4.78 1.90 5.56
O2 -0.86 2.60 -0.29
N1 0.11 -4.27 0.28
C5 1.90 0.36 2.35
H6 5.56 0.37 5.15
H7 2.69 1.56 -0.62
H8 1.00 -1.49 -2.26
C6 -2.71 -0.23 -0.70
H9 -1.17 -0.12 -1.97
H10 -1.54 -5.59 0.27
H11 4.77 0.56 6.71
C7 -4.60 -0.14 0.73
H12 2.13 -2.08 4.63
H13 -4.63 0.70 -1.21
N2 0.32 -3.44 -1.90
H14 1.76 0.74 6.96
C8 -1.32 -4.52 0.19
O3 1.37 2.97 -1.82
N3 -2.20 -0.08 -1.91
O4 -0.99 2.26 -2.97
H15 0.25 -3.33 2.18
N4 -1.96 -0.77 0.28
C9 -0.01 -4.69 -2.54
H16 3.89 -2.14 4.56
C10 1.66 0.93 5.89
N5 1.86 0.67 1.04
H17 4.94 1.61 3.04
H18 -5.61 0.14 1.01
N6 -3.90 -0.84 1.65
H19 4.78 2.20 0.65
C11 4.05 1.34 2.49
H20 3.08 -2.02 6.13
O5 0.33 0.54 -1.47
O6 1.60 -2.62 -0.20
C12 -4.50 -1.18 2.93
Si1 3.08 0.17 4.94
H21 -2.58 0.64 -2.51
H22 1.69 -4.23 1.66
H23 -1.84 -3.99 1.00
H24 0.78 -4.96 -3.25
H25 -1.71 -4.15 -0.75
H26 -0.09 -5.49 -1.81
C13 4.70 0.81 5.65
H27 -4.10 -2.14 3.26
C14 0.74 -3.39 -0.58
C15 3.01 0.67 3.14
S1 0.40 -0.44 2.77
H28 0.24 -5.12 2.18
C16 2.85 1.31 0.42
H29 -5.58 -1.25 2.82
C17 0.87 -2.43 -2.79
C18 -4.07 0.17 -0.46
H30 0.17 -2.28 -3.62
H31 1.63 2.01 5.74

The strongest force on any atom is 0.01174 hartree/bohr. The relative energy (zero: lowest compared OMol25 entry of this formula, charge and spin) is 0.00 kJ/mol. The HOMO energy comes out at -4.953 eV. As for the total charge: -1.